Entry 1:
DFT (ωB97M-V/def2-TZVPD) results for a cluster of 11 separate species, C37H92NO34P7S3 in total.

Last column: Mulliken charge in e.
Positions of all 174 atoms, in Å:
S (3.063, 3.219, -3.300)  0.940
S (-4.064, -2.907, 2.647)  1.346
S (1.972, -6.520, -0.965)  1.004
P (3.310, 2.816, 3.608)  0.483
P (-1.032, -1.910, -5.483)  0.410
P (-6.702, 0.663, -0.482)  0.897
P (-1.414, 6.092, -0.165)  0.835
P (2.104, -3.592, 4.858)  0.847
P (4.519, -0.480, -3.345)  0.569
P (-3.616, 1.782, 3.642)  -0.033
O (-2.378, 0.791, 3.406)  0.396
O (-1.877, 6.784, 1.207)  -0.315
O (2.087, 1.999, 3.837)  -0.248
O (2.894, -4.843, 5.209)  -0.736
O (2.958, -2.300, 4.288)  -0.459
O (5.617, -1.660, -3.636)  -0.311
O (-2.389, -1.972, -6.097)  -0.771
O (-3.241, 3.072, 2.599)  0.414
O (-6.858, 0.280, 0.994)  -0.635
O (2.461, -7.665, -0.209)  -0.671
O (-3.480, 2.435, 5.163)  -0.229
O (-0.009, 5.359, 0.149)  -0.245
O (-3.878, -3.045, 1.223)  -0.734
O (-2.418, 4.882, -0.373)  0.042
O (-4.711, -1.656, 3.062)  -0.633
O (-4.974, 1.243, 3.400)  -0.665
O (3.080, 4.342, 3.110)  -0.164
O (0.843, -5.703, -0.516)  -0.529
O (0.951, -3.855, 3.755)  0.076
O (5.263, 0.823, -3.953)  -0.132
O (-5.195, 0.324, -1.116)  -0.222
O (-0.838, -0.877, -4.207)  0.263
O (-6.860, 2.248, -0.698)  -0.388
O (1.205, -2.946, 6.072)  -0.332
O (-0.429, -3.249, -4.906)  0.142
O (4.244, 2.956, 4.940)  -0.404
O (4.005, -0.392, -1.968)  -0.794
O (0.107, -1.325, -6.572)  -0.351
O (-1.443, 6.986, -1.380)  -0.796
O (4.008, 3.241, -4.417)  -0.654
O (4.252, 2.138, 2.434)  -0.380
O (-7.747, -0.023, -1.567)  -0.357
O (3.383, -0.906, -4.402)  -0.331
O (3.462, 3.382, -1.928)  -0.493
N (1.598, -0.172, -0.526)  1.769
C (0.814, 0.947, -0.411)  -2.113
C (0.234, -3.661, 6.755)  -0.728
C (-1.027, 1.217, 3.849)  -0.640
C (2.586, -5.727, -3.518)  -0.062
C (0.591, 2.281, -3.873)  0.397
C (5.802, 0.811, -5.297)  -0.819
C (1.297, -4.492, 2.536)  -0.980
C (-2.736, -4.223, 4.481)  -0.326
C (-0.321, -0.309, -7.555)  -0.761
C (2.017, 1.730, -3.628)  0.831
C (0.841, -1.208, -0.081)  -1.010
C (-6.251, 3.150, 0.215)  -0.430
C (4.710, 1.747, 5.530)  -0.516
C (0.737, 3.718, -4.438)  -1.129
C (0.195, 4.378, 1.200)  0.601
C (3.859, -5.454, -2.705)  -0.920
C (-3.581, 4.406, 3.034)  -0.531
C (1.794, 4.426, -3.557)  -0.568
C (-1.681, -0.921, -3.086)  -0.765
C (6.829, -1.612, -2.927)  -0.895
C (-0.392, 0.658, 0.175)  -0.107
C (3.680, 1.862, 1.145)  0.052
C (-4.539, 2.271, 6.134)  -0.786
C (2.517, -2.028, -4.106)  0.065
C (-1.113, 7.812, 1.911)  -0.728
C (-0.930, -4.508, -5.203)  -0.883
C (2.290, -1.113, 3.799)  0.113
C (1.856, -6.930, -2.782)  -0.839
C (-3.727, -5.157, 3.878)  -0.709
C (-0.371, -0.715, 0.416)  -0.520
C (-4.011, 0.441, -0.332)  0.553
C (-2.311, 4.023, -1.469)  -0.433
C (3.311, -5.307, -1.238)  0.021
C (-7.552, 0.267, -2.929)  -0.653
C (-4.905, -4.379, 3.302)  -0.845
C (-2.403, -3.066, 3.457)  -0.025
C (4.159, 5.311, 2.946)  -0.786
H (4.229, 1.569, 6.492)  0.250
H (-2.091, -2.065, 3.754)  -0.111
H (6.887, 0.710, -5.282)  0.278
H (-3.686, -0.543, 0.006)  0.123
H (-5.013, 3.243, 6.277)  0.243
H (0.348, 0.551, -7.535)  0.241
H (0.458, -3.396, 7.788)  0.330
H (-2.886, 5.155, 2.655)  -0.105
H (4.598, -6.255, -2.740)  0.421
H (0.979, 4.722, 1.874)  0.271
H (-3.096, -3.710, 5.373)  0.381
H (1.985, -4.817, -3.496)  -0.148
H (4.372, 5.579, 1.911)  0.266
H (0.845, -7.315, -2.919)  0.462
H (0.111, 2.403, -2.902)  -0.530
H (-0.705, 3.972, 1.661)  -0.037
H (2.504, -0.335, -0.941)  -0.020
H (1.104, -3.813, 1.705)  0.143
H (7.055, -0.766, -2.277)  0.343
H (-7.037, 3.870, 0.441)  0.394
H (1.388, 4.549, -2.553)  0.092
H (-0.121, 1.612, -4.357)  0.318
H (2.106, -2.547, -4.972)  0.339
H (-8.519, 0.563, -3.336)  0.264
H (-5.270, 1.512, 5.856)  0.339
H (-3.644, 4.480, 4.120)  0.384
H (0.808, -5.459, 2.424)  0.368
H (7.668, -1.817, -3.592)  0.366
H (-0.801, -3.345, 6.628)  0.199
H (5.781, 1.853, 5.704)  0.273
H (-0.979, -5.197, -4.360)  0.167
H (3.156, -2.716, -3.554)  -0.069
H (-5.487, -4.082, 4.175)  0.310
H (-2.124, 3.016, -1.094)  -0.116
H (-3.285, -5.641, 3.007)  0.283
H (4.630, 0.915, 4.830)  0.190
H (-5.439, 3.674, -0.288)  0.125
H (-1.517, 4.320, -2.155)  0.212
H (3.068, -0.422, 3.474)  -0.126
H (-5.972, 2.624, 1.127)  0.153
H (-0.269, -4.855, -5.997)  0.304
H (-4.004, 1.966, 7.033)  0.261
H (-1.280, 1.185, 0.492)  0.796
H (4.472, -4.650, -3.112)  0.172
H (5.108, 4.999, 3.383)  0.362
H (-1.187, -1.273, -2.180)  0.338
H (1.701, -1.750, -3.438)  0.122
H (-0.331, 1.427, 3.037)  0.105
H (1.050, 3.585, -5.474)  0.427
H (-3.286, 1.012, -0.912)  -0.280
H (1.709, -1.436, 2.935)  0.154
H (2.803, -4.345, -1.174)  -0.336
H (-7.116, -0.608, -3.411)  0.277
H (2.735, -5.982, -4.567)  0.499
H (-1.138, -1.290, 0.913)  0.287
H (2.516, -7.787, -2.917)  0.338
H (-6.787, 1.012, -3.148)  0.271
H (2.637, 1.588, 1.301)  -0.123
H (1.685, -0.528, 4.492)  0.246
H (-2.603, -1.496, -3.180)  0.535
H (-1.758, -3.352, 2.627)  0.046
H (4.068, -5.467, -0.470)  0.606
H (0.650, 3.485, 0.770)  -0.643
H (-4.181, 1.048, 0.557)  -0.144
H (-0.990, 1.980, 4.627)  0.512
H (-1.806, -4.747, 4.702)  0.114
H (-1.366, 8.804, 1.539)  0.273
H (3.858, 6.230, 3.448)  0.290
H (5.541, 1.740, -5.805)  0.241
H (-1.307, 0.047, -7.256)  0.376
H (3.654, 2.743, 0.504)  0.293
H (-1.960, 0.107, -2.855)  0.125
H (2.365, -4.656, 2.397)  0.562
H (-3.268, 4.075, -1.986)  0.434
H (-0.248, 4.178, -4.519)  0.540
H (2.131, 1.160, -2.706)  -1.135
H (-1.977, -4.390, -5.483)  0.440
H (5.282, 0.102, -5.941)  0.330
H (1.262, 1.840, -0.823)  0.991
H (1.306, -2.182, -0.073)  0.406
H (2.304, 1.232, -4.554)  0.243
H (4.202, 1.019, 0.692)  0.216
H (-1.214, 7.757, 2.995)  0.287
H (6.987, -2.497, -2.312)  0.309
H (-0.068, 7.675, 1.635)  0.286
H (2.347, 5.308, -3.878)  0.573
H (-0.309, -0.745, -8.554)  0.240
H (-5.478, -4.770, 2.461)  0.418
H (-4.094, -5.865, 4.621)  0.425
H (0.325, -4.746, 6.691)  0.356
H (-0.605, 0.311, 4.283)  0.159
H (-4.569, 4.646, 2.641)  0.260

Properties
Energy above the lowest of the compared OMol25 structures with the same formula, charge and spin in kcal per mole: 46.54
Electronic energy in eV: -208504.8004
Charge: 0
Molecular weight in g/mol: 1408.14
LUMO level in eV: 0.223
SMILES: COP(=O)(OC)OC.COP(=O)(OC)OC.COP(=O)(OC)OC.COP(=O)(OC)OC.COP(=O)(OC)OC.COP(=O)(OC)OC.COP(=O)(OC)OC.O=S1(=O)CCCC1.O=S1(=O)CCCC1.O=S1(=O)CCCC1.c1cc[nH]c1
Frontier orbital gap in eV: 8.52



Entry 2:
DFT (ωB97M-V/def2-TZVPD) results for a cluster of 8 separate species, C37H96N8O8 in total.

Last column: Mulliken charge in e.
Positions of all 149 atoms, in Å:
O (2.603, -3.861, 2.171)  -0.070
O (0.361, 4.178, -4.697)  -0.230
O (-2.690, 1.263, 5.013)  -0.429
O (-5.240, 2.869, 2.268)  -0.372
O (0.071, 1.692, 0.804)  0.102
O (-0.914, -2.001, -2.931)  -0.401
O (3.185, 4.245, -1.903)  0.150
O (-2.995, -4.249, 1.802)  -0.037
N (-3.179, 1.040, -0.726)  -0.588
N (-1.927, -5.203, -1.473)  -0.434
N (3.626, -3.185, 1.491)  -0.494
N (0.312, 1.059, 4.447)  -0.608
N (-0.385, -4.262, 2.907)  -0.625
N (-2.779, 5.259, 0.828)  -0.612
N (6.576, 3.480, -3.056)  -0.593
N (-2.080, 1.496, -5.184)  -0.732
C (-1.523, 2.799, -4.823)  0.409
C (-0.810, 0.504, 3.731)  2.415
C (3.164, -1.811, 1.257)  2.477
C (4.704, -5.182, 0.695)  -2.143
C (-0.110, 2.881, -5.204)  -0.937
C (-4.465, 3.578, 1.304)  -0.630
C (-2.051, 0.870, 0.202)  0.860
C (-1.763, -0.612, 0.368)  0.105
C (-0.802, 1.658, -0.317)  0.584
C (2.871, -4.388, -0.795)  -1.145
C (-0.747, -3.218, -2.184)  -0.111
C (4.304, -1.032, 0.735)  -1.658
C (5.164, 3.311, -2.670)  1.036
C (2.876, -1.217, 2.682)  -1.973
C (5.135, 2.133, -1.678)  -0.862
C (0.245, -6.082, 1.292)  -1.397
C (-3.190, -3.155, -1.434)  -1.406
C (5.091, -3.112, -0.337)  -1.805
C (0.294, -1.319, -3.155)  -0.467
C (-3.553, 4.686, 1.913)  0.863
C (-2.067, 1.359, 3.745)  -0.502
C (2.395, 5.329, -1.572)  -0.822
C (1.947, -1.577, 0.384)  -0.108
C (4.540, 4.546, -2.104)  -1.014
C (-1.829, 3.109, -3.356)  -0.557
C (3.966, -3.957, 0.196)  2.132
C (-0.772, -4.903, 1.587)  2.693
C (-2.202, -5.398, 1.720)  -1.730
C (1.626, 4.576, -5.288)  -0.668
C (-4.459, 5.707, 2.559)  -1.632
C (-4.394, -4.605, 2.116)  -0.966
C (1.352, 2.322, 0.479)  -0.933
C (-1.115, -0.972, 4.215)  -1.312
C (4.791, -1.603, -0.570)  -0.103
C (-3.834, 2.161, 5.077)  -0.217
C (-6.124, 2.001, 1.621)  -0.840
C (-2.119, -3.924, -2.176)  0.351
H (2.439, 3.983, -4.868)  0.086
H (1.144, -1.969, -3.236)  0.429
H (-0.896, -0.791, 0.984)  -0.937
H (1.657, 5.627, -5.075)  0.266
H (-0.752, -3.307, 2.956)  -0.011
H (2.092, -4.950, -0.320)  0.113
H (-1.842, 4.998, 0.914)  0.207
H (2.685, 5.717, -0.563)  0.323
H (-5.267, 5.200, 3.154)  0.336
H (1.101, 3.309, 0.040)  0.073
H (-1.641, -5.858, -2.093)  0.248
H (4.569, 3.041, -3.579)  -0.024
H (1.583, 4.562, -6.375)  0.385
H (-3.058, 1.522, -5.031)  0.336
H (5.706, -1.071, -0.833)  0.535
H (5.655, -4.933, 1.117)  0.469
H (3.032, -4.194, 2.979)  0.290
H (-4.879, -5.063, 1.247)  0.293
H (2.431, -3.583, -1.350)  0.032
H (-0.589, 0.468, 2.642)  -1.039
H (-2.350, 1.248, 1.134)  -0.387
H (5.612, -3.561, -1.191)  0.432
H (5.846, -3.087, 0.444)  0.483
H (2.424, 6.067, -2.364)  0.388
H (-2.859, -5.588, -1.192)  0.238
H (-5.102, 4.041, 0.605)  0.718
H (-6.906, 2.550, 1.068)  0.303
H (-0.318, 0.996, -1.107)  -0.955
H (0.188, -6.916, 2.027)  0.385
H (-2.583, 0.855, 2.846)  0.036
H (-1.512, -1.083, -0.639)  -0.356
H (1.366, 5.066, -1.500)  0.074
H (-4.957, 6.267, 1.757)  0.411
H (-3.869, 6.425, 3.120)  0.455
H (1.849, 2.547, 1.441)  0.369
H (7.336, 3.549, -2.358)  0.178
H (6.834, 4.022, -3.850)  0.191
H (-2.554, -1.141, 0.853)  0.740
H (-2.235, -5.991, 2.624)  0.660
H (-1.374, 2.268, -2.757)  -0.277
H (-4.431, 1.676, 5.834)  0.333
H (5.899, 2.166, -0.935)  0.389
H (3.989, -1.511, -1.355)  0.083
H (-4.095, -3.810, -1.492)  0.499
H (-1.955, 3.626, -5.374)  0.317
H (-3.005, -3.044, -0.402)  0.100
H (-0.630, -4.299, 0.690)  -1.230
H (-6.645, 1.407, 2.390)  0.261
H (-2.964, 0.675, -1.638)  0.212
H (-4.906, -3.772, 2.435)  0.306
H (-3.782, 2.916, 0.685)  -0.266
H (1.230, -5.701, 1.240)  0.008
H (0.649, -4.291, 3.009)  0.364
H (4.761, 5.449, -2.766)  0.294
H (-5.546, 1.321, 0.965)  0.298
H (-0.287, -3.072, -1.174)  -0.348
H (-3.420, 2.002, -0.903)  0.397
H (4.811, -5.867, -0.122)  0.452
H (1.992, -1.788, 3.015)  0.329
H (0.473, -0.504, -2.399)  -0.170
H (0.162, -0.813, -4.104)  0.327
H (5.016, 4.774, -1.112)  0.238
H (-1.515, -1.702, 3.461)  -0.075
H (3.301, -5.090, -1.511)  0.541
H (-2.806, 6.249, 0.873)  0.249
H (-1.773, 2.354, 3.400)  0.130
H (2.090, -1.589, -0.696)  -0.377
H (2.567, -0.195, 2.511)  0.371
H (4.056, 0.015, 0.598)  0.026
H (0.056, -6.425, 0.262)  0.315
H (1.977, 1.650, -0.106)  0.293
H (-4.282, 2.231, 4.083)  -0.106
H (-3.457, -2.229, -1.947)  0.368
H (-0.171, -1.330, 4.680)  0.500
H (-1.792, -0.898, 5.028)  0.440
H (1.340, -0.719, 0.610)  -0.099
H (-2.511, -6.040, 0.971)  0.558
H (0.579, 1.953, 4.179)  0.247
H (-2.946, 3.062, -3.238)  0.311
H (-4.417, -5.391, 2.916)  0.312
H (-3.589, 3.165, 5.367)  0.244
H (4.184, -5.750, 1.490)  0.345
H (5.151, -1.061, 1.431)  0.455
H (1.254, -2.338, 0.710)  -0.087
H (0.005, 2.879, -6.327)  0.391
H (0.037, -3.861, -2.676)  0.468
H (-2.985, 4.261, 2.684)  -0.127
H (-1.388, 4.133, -3.158)  0.397
H (0.145, 1.011, 5.461)  0.281
H (4.263, 2.050, -1.088)  -0.159
H (0.530, 2.119, -4.900)  0.375
H (3.629, -1.332, 3.445)  0.449
H (-0.980, 2.685, -0.684)  0.517
H (-2.505, -4.004, -3.214)  0.350
H (5.376, 1.248, -2.267)  0.276
H (-1.827, 0.820, -4.485)  0.121

Properties
Energy above the lowest of the compared OMol25 structures with the same formula, charge and spin in kcal per mole: 1.86
Electronic energy in eV: -68219.0345
Charge: 0
Molecular weight in g/mol: 781.22
LUMO level in eV: 0.596
SMILES: CC1(C)CCCC(C)(C)N1O.COC[C@H](C)N.COC[C@H](C)N.COC[C@H](C)N.COC[C@H](C)N.COC[C@H](C)N.COC[C@H](C)N.COC[C@H](C)N
Frontier orbital gap in eV: 9.08